Computed, not measured: a structure of composition C34H57CaN4OP2 in a non-equilibrium geometry, with ωB97M-V with the def2-TZVPD basis set.

Cartesian coordinates (Å):
Ca 0.468 0.246 0.240
P -0.177 -2.073 0.524
P 0.297 2.655 0.291
O 2.239 0.172 2.785
N -1.426 0.521 1.306
N 3.172 -0.176 -0.424
N 4.909 1.639 -0.834
N -0.984 -0.074 -1.364
C -3.127 -1.068 -2.160
C 3.233 -1.499 -0.128
C -0.397 2.933 -2.388
C -3.623 -0.330 1.807
C -3.901 0.823 2.542
C -4.160 -2.122 -1.717
C -1.084 -4.105 2.364
C -0.662 2.766 1.916
C -1.953 -0.871 -1.152
C 1.837 3.753 0.595
C 1.328 -3.333 2.577
C -2.006 -1.588 0.265
C 5.584 -0.573 -0.992
C 1.019 -2.717 -1.960
C 2.676 3.136 1.730
C -1.078 -4.006 -1.400
C -1.708 1.678 1.973
C -2.367 -0.466 1.190
C 1.115 -4.511 -0.265
C 0.213 -3.393 -0.828
C 2.701 3.738 -0.684
C -0.122 -2.906 2.251
C -0.823 5.037 -1.025
C -0.822 3.498 -1.013
C -2.938 1.844 2.618
C -3.854 0.287 -2.311
C 4.310 -2.377 -0.274
C 1.525 0.270 1.847
C 1.473 5.195 1.008
C 4.481 0.296 -0.777
C -2.537 -1.455 -3.534
C -2.260 3.027 -0.720
C 5.493 -1.913 -0.753
C -0.537 -1.864 3.315
H 6.344 -2.569 -0.881
H 3.462 3.863 2.011
H 1.349 5.874 0.154
H -4.947 -2.216 -2.487
H -4.228 0.649 -1.337
H 1.496 -4.411 2.460
H -3.712 -3.122 -1.582
H 3.568 4.409 -0.535
H -1.861 -4.140 -0.637
H 0.934 -3.349 -2.865
H -1.472 -1.732 -3.458
H -1.019 5.458 -0.023
H -3.143 2.772 3.159
H -4.361 -1.131 1.708
H -1.745 -4.016 3.244
H -1.487 -3.386 -2.211
H -1.161 2.224 -2.754
H -4.716 0.184 -2.996
H 0.115 5.465 -1.411
H 4.771 2.205 0.010
H 2.079 2.924 2.631
H -4.868 0.941 3.042
H 2.286 5.597 1.641
H 2.052 -2.790 1.952
H -2.623 -0.600 -4.226
H -2.299 1.937 -0.589
H -3.163 1.040 -2.720
H -1.117 3.752 2.115
H 0.663 -1.706 -2.196
H 0.109 2.583 2.689
H -2.684 3.519 0.171
H -0.848 -5.000 -1.827
H 3.088 2.726 -0.889
H 2.346 -1.900 0.220
H 1.331 -5.218 -1.087
H -2.900 3.288 -1.583
H 4.213 -3.424 -0.024
H 3.162 2.202 1.411
H 0.642 -5.084 0.548
H 2.084 -2.644 -1.693
H -2.725 -2.415 0.347
H 1.536 -3.075 3.633
H -0.315 3.771 -3.107
H 2.155 4.093 -1.572
H -1.639 5.377 -1.690
H 5.788 1.895 -1.310
H -0.143 -0.862 3.088
H 2.080 -4.111 0.091
H -3.085 -2.317 -3.957
H 0.550 5.219 1.611
H -4.655 -1.834 -0.773
H -0.115 -2.182 4.287
H -1.629 -1.799 3.431
H -1.712 -4.234 1.468
H -0.490 -5.030 2.487
H 6.557 -0.190 -1.279
H 0.579 2.426 -2.349

Values from the calculation:
spin multiplicity = 1
strongest force on any atom = 0.316 Eh/bohr
charge = +1
HOMO = -9.48 eV
ΔE to the lowest compared entry with this formula, charge and spin = 367.24 kJ/mol
LUMO level = -3.49 eV
gap between HOMO and LUMO = 6.00 eV

---

Computed, not measured: a structure of composition C34H57CoN3O2Si in a non-equilibrium geometry, with ωB97M-V with the def2-TZVPD basis set.

Cartesian coordinates (Å):
Co -0.062 1.182 1.603
Si 1.883 1.832 -1.059
O 0.743 -0.953 -3.129
O 1.861 -2.284 -1.452
N -0.688 -0.215 2.706
N 1.611 2.840 3.399
N -1.697 2.004 1.432
C 3.596 -3.722 -0.335
C -0.186 -1.571 2.686
C -2.351 1.264 3.622
C -1.412 4.066 0.118
C -0.617 -0.451 -3.762
C -1.564 0.111 3.688
C 2.188 3.375 -0.073
C 3.688 1.067 -1.284
C -3.636 1.036 -0.486
C 0.726 0.787 0.060
C -1.755 -0.734 -2.855
C -2.859 2.901 -1.989
C 1.052 2.145 2.647
C 1.116 2.372 -2.684
C -1.518 4.711 -1.119
C -0.775 4.769 1.277
C -0.485 -3.919 2.117
C 3.033 -2.361 -0.610
C 1.633 -3.152 3.010
C 0.115 -3.819 -2.136
C 1.891 -2.248 -4.773
C -2.217 4.115 -2.162
C 1.935 -0.784 3.845
C -3.646 3.057 2.465
C -2.533 2.052 2.480
C 0.823 -3.181 -0.970
C -1.695 -0.773 4.896
C -0.995 -2.616 2.180
C -2.803 2.255 -0.747
C -1.967 2.782 0.259
C 1.113 -1.856 3.172
C 1.877 -0.928 -4.107
C 0.815 -4.163 2.525
C -2.416 -2.328 1.709
H -3.282 4.091 2.316
H 0.142 -2.524 -0.410
H 2.653 -3.298 3.340
H -1.524 5.212 1.969
H 1.454 1.902 -3.616
H -2.774 -3.153 1.057
H 2.565 -0.227 3.115
H 4.443 1.862 -1.501
H -2.212 -1.718 4.673
H -2.256 -0.247 5.682
H -4.137 3.004 3.445
H 2.730 -0.661 -3.474
H -0.111 4.112 1.881
H 3.790 0.294 -2.084
H -3.133 -2.232 2.561
H 0.995 -2.392 -5.380
H 2.773 -1.929 0.341
H 3.045 -4.285 0.421
H 2.011 -3.029 -4.035
H -3.020 0.174 -0.182
H 3.955 0.599 -0.314
H -2.089 -1.774 -2.923
H 3.587 -4.364 -1.233
H -4.378 1.187 0.322
H -0.170 5.609 0.887
H -2.254 4.603 -3.124
H 0.773 -4.539 -2.671
H 4.633 -3.746 0.022
H 3.775 -1.741 -1.078
H -1.039 5.669 -1.226
H 2.626 -1.270 4.554
H -4.383 2.809 1.685
H 1.330 -0.028 4.402
H 0.032 2.213 -2.639
H -2.571 -0.118 -3.231
H -1.110 -4.716 1.749
H 1.233 -5.146 2.475
H -0.152 0.583 -0.618
H 1.585 -0.091 -4.745
H -0.414 0.616 -3.962
H -0.806 -4.344 -1.820
H 1.224 3.451 -2.866
H -1.585 -0.458 -1.805
H -4.199 0.758 -1.387
H 1.180 -3.973 -0.267
H 1.175 -0.180 0.210
H -0.719 -1.045 5.313
H 1.239 3.761 0.275
H -0.617 -1.053 -4.680
H -3.425 2.436 -2.771
H -0.217 -3.069 -2.880
H 2.667 4.141 -0.670
H -2.472 -1.379 1.116
H 2.785 3.155 0.805
H -2.991 1.470 4.464
H 1.079 -1.427 -2.230
H 2.740 -2.217 -5.420

Values from the calculation:
spin multiplicity = 5
strongest force on any atom = 0.108 Eh/bohr
charge = +1
HOMO (spin up / spin down) = -10.42 / -10.98 eV
ΔE to the lowest compared entry with this formula, charge and spin = 278.65 kJ/mol
LUMO level (spin up / spin down) = -1.90 / -3.38 eV
gap between HOMO and LUMO (spin up / spin down) = 8.52 / 7.60 eV

---

Q: Number 2 is which compound?
A: C34H57CoN3O2Si

---

Q: Which formula does entry 2 have?
A: C34H57CoN3O2Si

---

Q: Among the records above, which one has the highest spin multiplicity?
A: C34H57CoN3O2Si